Record 1
This record from the OMol25 dataset describes one molecule with the formula C3H7N3O2 at a distorted geometry. The level of theory is the ωB97M-V functional and the def2-TZVPD basis.

Summary:
- multiplicity = 1
- LUMO level (eV) = 1.0

The geometry in XYZ format:
```
15
Properties=species:S:1:pos:R:3:forces:R:3
O 1.60757 -0.51540 -0.00203 -1.248 -0.617 0.043
O -3.03290 -0.44333 -0.03105 -0.027 -0.258 0.007
N -0.74579 -1.87597 0.07439 0.077 -0.083 0.000
N -1.89570 1.51619 0.05476 -0.038 0.230 0.022
N 0.38827 0.19631 0.00141 0.633 0.682 -0.056
C -1.99004 0.17766 0.01416 -0.153 0.458 -0.019
C -0.66278 -0.53032 0.02350 0.621 -0.674 0.038
C 2.68856 0.38331 -0.04024 0.051 0.325 -0.011
H -2.72662 2.08271 0.03883 0.042 -0.126 -0.008
H 2.66088 0.99648 -0.94576 0.005 -0.046 0.042
H 2.68981 1.03648 0.83714 0.005 -0.046 -0.037
H 3.58154 -0.23892 -0.04053 0.000 0.046 -0.001
H 0.07960 -2.43468 -0.04312 -0.012 0.036 -0.004
H -1.66320 -2.28074 -0.01624 0.043 0.026 -0.013
H -0.97918 1.93024 0.07477 0.000 0.046 -0.001
```
Forces are in eV/Å.

These are the natural (NBO) partial charges, in e, on atoms 1 to 5: O -0.417; O -0.613; N -0.804; N -0.800; N -0.240

---

Record 2
This record from the OMol25 dataset describes a 2-piece molecular cluster, C2H4NO3 overall at a distorted geometry. The level of theory is the ωB97M-V functional and the def2-TZVPD basis.

Summary:
- multiplicity = 1
- charge = -1
- LUMO level (eV) = 3.9

The geometry in XYZ format:
```
10
Properties=species:S:1:pos:R:3:forces:R:3
O 0.79823 -1.14978 -0.90192 3.063 0.046 -0.901
O 3.00185 -0.30426 -1.35400 -3.608 -2.512 0.129
O -2.87729 0.98474 1.40536 -0.598 1.207 -0.041
N -0.70253 0.81568 0.66390 -1.479 1.091 2.654
C 2.08956 -1.19951 -1.04297 1.860 1.765 2.320
C -2.07280 1.04349 0.50661 3.050 -2.957 -1.430
H 2.67732 -2.10627 -0.48078 -1.491 0.836 -1.363
H -2.19325 0.97969 -0.59742 -1.277 0.671 0.250
H -0.56249 0.79724 1.69457 0.512 -0.396 -1.129
H -0.15860 0.13899 0.10667 -0.033 0.248 -0.489
```
Forces are in eV/Å.

These are the natural (NBO) partial charges, in e, on atoms 1 to 5: O -0.821; O -0.774; O -0.630; N -0.858; C 0.636

---

Record 3
This record from the OMol25 dataset describes a 2-piece molecular cluster, C22H27F2Si overall at a distorted geometry. The level of theory is the ωB97M-V functional and the def2-TZVPD basis.

Summary:
- multiplicity = 1
- charge = +1
- LUMO level (eV) = -6.3

The geometry in XYZ format:
```
52
Properties=species:S:1:pos:R:3:forces:R:3
Si 4.09827 -2.05634 1.20021 -0.310 -0.039 -0.196
F 1.34128 4.82590 -0.30465 -0.142 -1.291 -0.538
F -5.68969 3.26903 -3.21221 -0.002 -1.107 1.246
C 1.20225 3.54807 -0.79714 -0.247 0.617 0.537
C 1.29770 -2.57502 0.79467 -0.727 0.622 -0.340
C -5.76193 2.34088 -2.20005 0.450 0.872 -0.806
C 4.28313 -2.85207 2.88830 -0.111 -0.020 0.083
C -2.25714 1.19889 0.19175 2.799 -0.032 -0.532
C 2.13867 3.07615 -1.71178 -0.213 -0.580 0.128
C 5.70938 -2.31886 0.27656 -0.066 0.023 -0.120
C -7.00023 1.73030 -1.96928 0.689 -0.298 0.596
C -3.54931 0.65155 0.32353 -1.507 -0.102 -0.235
C 1.95324 1.78248 -2.22866 -0.092 0.346 0.049
C 3.70775 -0.23343 1.36206 0.107 0.166 0.129
C 0.40105 -1.58024 0.58838 1.688 -1.413 0.197
C -0.02868 1.45954 -0.82653 1.304 1.376 -0.435
C -4.61936 2.05100 -1.47259 0.056 0.050 -0.114
C -7.07180 0.80365 -0.91779 -0.225 -0.040 -0.107
C -1.13047 0.63072 -0.40825 -3.008 0.981 0.168
C -4.68272 1.07142 -0.43066 -0.144 0.339 0.275
C 0.11516 2.79680 -0.35662 0.569 -0.558 -0.573
C -5.95320 0.48445 -0.16429 0.046 -0.168 0.134
C 2.63086 -2.82096 0.19536 0.834 -0.033 0.180
C 0.88530 0.99214 -1.80593 -0.454 0.172 0.228
C -0.83590 -1.66580 1.41409 -0.703 -0.391 0.699
H -2.11552 2.19960 0.62454 -0.542 -0.052 -0.730
H -1.56334 -0.87616 1.22731 0.128 -0.255 0.232
H 3.58029 0.24169 0.37935 0.060 -0.077 0.171
H -1.18350 -0.38287 -0.81022 -0.122 0.426 0.028
H 0.59940 -0.76583 -0.10809 0.200 -0.523 0.422
H -3.67523 2.55896 -1.68793 -0.375 -0.185 -0.081
H 4.52972 0.27035 1.88932 -0.218 0.023 -0.123
H -7.86175 1.97065 -2.58776 0.197 0.002 0.123
H 2.98749 3.69484 -1.99584 -0.271 -0.100 0.006
H -8.02739 0.32177 -0.70777 0.320 0.133 -0.010
H 2.84687 -3.89956 0.23603 -0.145 0.181 -0.360
H 0.98090 -3.33760 1.51744 0.162 0.224 -0.102
H -1.32983 -2.64011 1.23789 0.056 0.463 0.152
H 6.51976 -1.78363 0.78920 -0.134 -0.112 -0.108
H 5.98149 -3.38142 0.23531 -0.056 0.203 -0.001
H -6.02761 -0.23515 0.65100 -0.053 0.115 -0.236
H 2.73522 -2.46270 -0.84397 -0.121 -0.136 0.351
H 2.78263 -0.07784 1.93285 0.194 -0.024 -0.091
H -0.56166 -1.62851 2.48393 -0.334 0.067 -0.371
H 5.05388 -2.32100 3.46583 -0.180 -0.120 -0.127
H -3.74132 -0.09755 1.10413 0.092 -0.309 -0.564
H 5.64960 -1.94083 -0.75115 0.070 -0.059 0.141
H -0.62031 3.25462 0.29775 0.384 0.028 0.000
H 0.69426 0.02593 -2.28503 0.259 0.241 0.337
H 4.59611 -3.90181 2.80729 -0.078 0.212 -0.002
H 3.35037 -2.81881 3.46416 0.151 -0.006 -0.047
H 2.63581 1.40275 -2.99408 -0.233 0.151 0.338
```
Forces are in eV/Å.

These are the natural (NBO) partial charges, in e, on atoms 1 to 5: Si 1.634; F -0.318; F -0.301; C 0.401; C -0.115

---

For the records above, the corresponding ΔE to the lowest compared entry with this formula, charge and spin values read 53.3 28.5 23.8 kcal/mol.
For the records above, the corresponding Kohn-Sham gap values read 0.358 0.307 0.159 Eh.
For the records above, the corresponding HOMO level values read -8.79 -4.40 -10.68 eV.